1.
Below is C43H54N5O2P2SeTeW as an isolated structure, with properties calculated with wB97M-V/def2-TZVPD.

Properties
**HOMO (spin up / spin down)**: -15.97 / -16.00 eV
**Net charge**: +3
**Molar mass**: 1125.3 g mol⁻¹
**Frontier orbital gap (spin up / spin down)**: 0.237 / 0.238 hartree
**Largest force on an atom**: 1.57 eV/A
**Relative energy (zero: lowest compared OMol25 entry of this formula, charge and spin)**: 33.3 kJ/mol

Last column: Mulliken charge in e.
Geometry (Å):
W 0.063234 0.137115 -0.285413  1.48
C -4.200509 -1.253115 0.887913  -0.82
N -2.751807 -1.086369 0.685215  1.22
P -1.700163 -0.058707 1.516628  0.96
C -2.712772 1.117043 2.415701  1.42
C -2.861087 2.461946 2.088869  -0.75
C -3.737003 3.260159 2.808666  -0.62
C -4.474674 2.724493 3.855921  -0.77
C -4.332211 1.383410 4.192600  -1.00
C -3.455948 0.583669 3.477958  -0.62
C -0.619197 -0.883335 2.705784  2.08
C -0.399391 -0.399200 3.998735  -1.10
C 0.532860 -1.017899 4.814642  -0.75
C 1.294172 -2.082864 4.339079  -0.90
C 1.121164 -2.535879 3.040308  -1.58
C 0.158051 -1.949611 2.228715  -0.73
P -1.857280 -1.540883 -0.692541  0.13
C -2.827582 -1.624050 -2.196317  1.06
C -2.414239 -0.897866 -3.308995  -0.08
C -3.052331 -1.056891 -4.530123  -0.84
C -4.116081 -1.941154 -4.635713  -0.62
C -4.520307 -2.690259 -3.534772  -0.98
C -3.866931 -2.552322 -2.323523  -0.57
C -1.384565 -3.261755 -0.428250  0.75
C -0.634244 -3.906849 -1.411090  -0.90
C -0.299215 -5.240995 -1.259312  -0.74
C -0.723660 -5.941209 -0.135148  -0.71
C -1.480091 -5.305189 0.839573  -0.70
C -1.808364 -3.964321 0.698139  -0.23
H -4.426076 -1.393839 1.941420  0.31
H -4.531463 -2.143726 0.360130  0.29
H -4.744504 -0.388250 0.513259  0.34
H -2.296089 2.902569 1.281579  0.10
H -3.847148 4.304442 2.545824  0.52
H -5.162079 3.350731 4.409139  0.46
H -4.900841 0.961818 5.010492  0.48
H -3.348162 -0.457534 3.763547  0.61
H -0.972021 0.437001 4.379019  0.37
H 0.667731 -0.672090 5.832652  0.49
H 2.016863 -2.558760 4.989682  0.47
H 1.699905 -3.368614 2.661273  0.59
H -0.025847 -2.395643 1.261836  0.07
H -1.576097 -0.218884 -3.215671  0.29
H -2.721728 -0.500805 -5.397838  0.46
H -4.621364 -2.064751 -5.584541  0.44
H -5.330590 -3.400048 -3.632330  0.47
H -4.145106 -3.190045 -1.493512  0.38
H -0.319603 -3.376965 -2.303716  0.40
H 0.283461 -5.739727 -2.022070  0.49
H -0.469422 -6.987249 -0.025816  0.46
H -1.819638 -5.852521 1.708789  0.52
H -2.391769 -3.472978 1.468121  0.31
N 1.236178 0.433570 -2.265436  -0.47
N 2.541504 -0.019163 -1.896969  -0.27
C 2.519241 -1.103491 -1.013276  0.16
O 3.463326 -1.661260 -0.571409  -0.49
O 1.219592 -1.366748 -0.711794  -0.22
H 0.862455 -0.120689 -3.038126  0.34
H 1.304382 1.406177 -2.548704  0.19
H 3.287611 0.047681 -2.578547  0.32
C 6.802945 0.476914 3.053836  -1.43
C 5.834963 1.542271 2.556036  -0.17
C 4.777663 0.991521 1.602048  -0.18
C 3.714015 0.126107 2.263495  -0.75
N 2.805987 0.908912 3.107983  1.41
C 1.808719 1.683534 2.681508  -0.32
Se 1.317465 2.017287 0.852553  -0.64
N 1.299513 2.371273 3.710656  0.95
C 0.296114 3.440261 3.637330  -0.53
C 0.826100 4.761227 3.091652  -0.40
C 2.068144 5.320628 3.789998  -0.86
C 3.390340 4.711981 3.318492  -0.62
C 1.984142 2.015804 4.861187  0.67
C 1.842210 2.418198 6.188301  -1.13
C 2.704626 1.849158 7.099772  -1.10
C 3.677944 0.912617 6.711614  -0.87
C 3.822182 0.518223 5.399389  -0.65
C 2.951666 1.093081 4.475094  0.76
H 7.550634 0.907776 3.718091  0.42
H 7.330472 0.009735 2.220619  0.39
H 6.300768 -0.322197 3.606470  0.25
H 6.391291 2.323842 2.036504  0.48
H 5.352329 2.046015 3.402767  0.00
H 5.260678 0.373479 0.839351  0.50
H 4.280004 1.805707 1.065402  0.10
H 4.150519 -0.641090 2.902069  0.71
H 3.111933 -0.395102 1.529777  -0.68
H -0.076477 3.568830 4.653624  0.71
H -0.538583 3.076863 3.041010  -0.66
H -0.004200 5.465080 3.182132  0.64
H 1.021755 4.664728 2.020027  -0.04
H 1.964626 5.216162 4.875191  0.31
H 2.094068 6.395401 3.606684  0.45
H 3.561195 3.705790 3.709515  -0.10
H 4.233490 5.320189 3.643285  0.52
H 3.430949 4.665700 2.225795  0.21
H 1.107274 3.148564 6.498660  0.55
H 2.641994 2.135163 8.141081  0.49
H 4.334411 0.500500 7.466289  0.53
H 4.582478 -0.194460 5.108928  0.45
C -2.545390 2.251327 -2.979104  -1.15
Te -1.275364 2.445603 -1.272022  0.53
C 0.204223 3.632439 -2.260425  -1.30
H -3.333643 1.546580 -2.731540  0.39
H -1.998137 1.918130 -3.854961  0.37
H -2.966061 3.239021 -3.153009  0.48
H -0.266551 4.581516 -2.504283  0.41
H 0.532815 3.168763 -3.188435  0.46
H 1.036588 3.806141 -1.582287  0.47

Cartesian forces, eV/Å:
0.7 -0.6 0.1
0.1 -0.2 0.1
0.3 0.3 -0.3
-0.2 0.3 -0.2
0.0 -0.2 0.2
0.0 0.0 -0.1
0.0 0.0 0.0
0.0 0.0 0.0
0.0 0.0 0.0
0.0 0.0 0.1
0.0 -0.1 -0.3
0.0 0.1 0.1
0.0 0.1 0.0
0.0 0.0 -0.1
0.0 0.0 0.1
0.0 0.0 0.1
0.2 -0.1 0.0
0.0 0.0 0.0
0.0 -0.1 0.0
0.0 0.0 0.0
0.0 0.0 0.0
0.0 0.0 0.0
0.0 0.0 0.0
-0.2 0.0 -0.1
0.0 0.0 0.0
0.0 0.0 0.0
0.0 0.0 0.0
0.0 0.0 0.0
-0.1 -0.1 0.0
0.0 0.0 0.0
0.0 0.0 0.0
0.0 0.0 0.0
0.0 0.0 0.0
0.0 0.0 0.0
0.0 0.0 0.0
0.0 0.0 0.0
0.0 0.0 0.0
0.0 0.0 0.0
0.0 0.0 0.0
0.0 0.0 0.0
0.0 0.0 0.0
0.1 0.1 0.0
0.0 0.0 0.0
0.0 0.0 0.0
0.0 0.0 0.0
0.0 0.0 0.0
0.0 0.0 0.0
0.0 0.0 0.0
0.0 0.0 0.0
0.0 0.0 0.0
0.0 0.0 0.0
0.0 0.0 0.0
0.2 0.0 -0.1
-0.2 -0.1 0.1
-0.1 0.6 -0.8
0.1 -0.2 0.0
-0.5 0.3 1.5
0.0 0.1 -0.1
0.1 -0.1 0.0
0.0 0.0 0.0
0.0 0.0 0.0
-0.1 0.1 0.1
0.0 0.0 -0.1
0.1 -0.1 0.0
0.1 0.0 -0.1
-0.1 0.1 -0.2
-0.3 -0.4 -0.1
-0.1 0.1 -0.2
-0.1 0.0 0.1
0.0 0.0 0.0
0.0 0.0 0.0
0.0 0.0 0.0
0.1 -0.1 0.0
0.0 0.0 0.1
-0.1 0.1 0.0
0.1 -0.1 0.0
0.1 -0.1 0.0
-0.1 0.0 0.2
0.0 0.0 0.0
0.0 0.0 0.0
0.0 0.0 0.0
0.0 0.0 0.0
0.0 0.0 0.0
0.0 0.0 0.0
0.0 0.0 0.0
0.0 0.0 0.0
-0.1 -0.1 -0.1
0.0 0.0 0.0
0.0 0.0 0.0
0.0 0.0 0.0
0.0 0.0 0.0
0.0 0.0 0.0
0.0 0.0 0.0
0.0 0.0 0.0
0.0 0.0 0.0
0.0 0.0 0.0
0.0 0.0 0.0
0.0 0.0 0.0
0.0 0.0 0.0
0.0 0.0 0.0
0.0 0.0 0.1
-0.1 0.1 -0.2
0.0 -0.1 0.0
0.0 0.0 0.0
0.1 0.0 0.0
0.0 0.0 0.1
0.0 0.0 0.1
0.0 0.0 0.0
0.0 0.0 0.0



2.
Below is one molecule with the formula C3H3N3O, with properties calculated with wB97M-V/def2-TZVPD.

Properties
**HOMO**: -9.38 eV
**SMILES string**: N=C=N/N=C\C=O
**Molar mass**: 97.1 g mol⁻¹
**Frontier orbital gap**: 0.323 hartree
**Largest force on an atom**: 0.63 eV/A
**Relative energy (zero: lowest compared OMol25 entry of this formula, charge and spin)**: 292.5 kJ/mol

Last column: Mulliken charge in e.
Geometry (Å):
N 2.703080 0.459023 0.890624  -0.52
C 1.679729 0.693079 0.257737  0.53
N 0.569330 0.933250 -0.205508  -0.27
N -0.004794 0.158306 -1.192080  -0.31
C -1.076300 -0.463779 -0.878037  -0.05
C -1.780111 -0.500275 0.446544  0.13
O -1.454156 0.123818 1.426467  -0.43
H 3.564358 0.813231 0.488833  0.27
H -1.529874 -1.052352 -1.677642  0.36
H -2.671260 -1.164301 0.443065  0.29

Cartesian forces, eV/Å:
-0.5 0.2 -0.3
-0.1 0.0 0.0
0.5 -0.1 0.3
-0.3 -0.3 0.1
0.3 0.1 -0.1
0.1 0.3 0.3
-0.2 -0.4 -0.4
0.0 0.0 0.0
0.1 0.2 0.1
0.1 0.1 0.1



Q: What is the formula in the first record?
A: C43H54N5O2P2SeTeW